{
  "formula": "C10H18N3O2",
  "method": "the ωB97M-V functional and the def2-TZVPD basis",
  "gap_ev": [6.67, 8.01],
  "relative_energy_kcal_mol": 20.39,
  "e_homo_ev": [-9.9543, -14.0720],
  "spin_multiplicity": 3,
  "largest_force_ev_per_a": 3.7,
  "total_charge": 1,
  "e_tot_ev": -19211.16167,
  "species": ["C", "C", "C", "C", "C", "C", "C", "C", "C", "C", "N", "N", "N", "O", "O", "H", "H", "H", "H", "H", "H", "H", "H", "H", "H", "H", "H", "H", "H", "H", "H", "H", "H"],
  "coordinates": [[-3.02450, 1.27827, -0.33004], [-1.72451, 1.13204, -0.81455], [-3.47164, 0.49605, 0.78705], [-0.98341, 0.20611, -0.11900], [-0.32969, -2.15339, -1.61618], [0.01561, 3.01976, 0.60478], [2.51299, -2.17093, 1.81158], [0.44555, -0.80291, -1.79048], [1.12391, 1.99290, 0.36145], [2.06009, -1.55046, 0.45339], [-2.66057, -0.41846, 1.32359], [-1.44360, -0.52426, 0.87539], [0.41319, -0.09078, -0.49003], [1.06692, 1.09521, -0.75720], [0.88938, -0.69183, 0.61552], [-3.84368, 1.91530, -0.63955], [-1.25858, 1.70598, -1.77907], [-4.44865, 0.70818, 1.10141], [-0.87468, -1.97788, -0.67439], [-1.06635, -2.17588, -2.47942], [0.35335, -3.00354, -1.53963], [-0.42757, 3.36213, -0.33323], [-0.76934, 2.58661, 1.24010], [0.46607, 3.95957, 0.98226], [3.01648, -1.46292, 2.60548], [1.57235, -2.56528, 2.36614], [2.98126, -3.10338, 1.52045], [-0.01477, -0.10625, -2.56600], [1.42003, -1.00617, -2.07056], [1.25864, 1.42202, 1.21551], [2.17390, 2.35002, 0.27819], [1.70812, -2.39278, -0.07790], [2.86372, -1.03307, -0.06505]]
}

{
  "formula": "C10H19AlO6",
  "method": "the ωB97M-V functional and the def2-TZVPD basis",
  "gap_ev": 5.40,
  "e_homo_ev": -0.6790,
  "spin_multiplicity": 1,
  "largest_force_ev_per_a": 1.0,
  "total_charge": -2,
  "e_tot_ev": -29561.53992,
  "species": ["C", "O", "C", "C", "O", "Al", "C", "C", "C", "C", "C", "O", "O", "C", "C", "O", "O", "H", "H", "H", "H", "H", "H", "H", "H", "H", "H", "H", "H", "H", "H", "H", "H", "H", "H", "H"],
  "coordinates": [[3.45342, -2.09982, 0.58475], [3.99817, -1.18812, -0.32546], [3.06699, -0.77296, -1.30151], [2.08391, 0.35671, -0.94189], [0.78591, -0.25659, -0.85146], [-0.20738, 0.78806, 0.20431], [-0.59766, 0.08052, 2.06467], [-1.90600, 1.45337, -0.66763], [-2.71903, 0.38147, -1.41306], [-2.99234, -0.91745, -0.64915], [-4.22849, -0.89974, 0.23103], [-4.29850, 0.22013, 1.11382], [1.08069, 2.02327, 0.36009], [2.26994, 1.24895, 0.31480], [3.57386, 2.11715, 0.41743], [3.44853, 3.33688, 0.19714], [4.60183, 1.49648, 0.73118], [3.23629, -3.06575, 0.10254], [4.19190, -2.24280, 1.37136], [2.52705, -1.72315, 1.02555], [3.63862, -0.51094, -2.19414], [2.42052, -1.62085, -1.55492], [2.04797, 1.07578, -1.77128], [-0.42273, 0.93980, 2.71992], [0.09517, -0.70087, 2.38790], [-1.62642, -0.25173, 2.22892], [-1.59772, 2.19600, -1.41240], [-2.55743, 1.97694, 0.03452], [-2.20831, 0.13106, -2.34318], [-3.70906, 0.77036, -1.71129], [-2.11638, -1.23679, -0.08417], [-3.18811, -1.70815, -1.38473], [-5.11473, -0.91531, -0.41077], [-4.24383, -1.80137, 0.84998], [-5.06540, 0.74675, 0.88957], [2.27877, 0.57271, 1.18752]]
}

{
  "formula": "C10H19BF3O4",
  "method": "the ωB97M-V functional and the def2-TZVPD basis",
  "gap_ev": 6.15,
  "e_homo_ev": -3.5590,
  "spin_multiplicity": 1,
  "largest_force_ev_per_a": 2.7,
  "total_charge": -1,
  "e_tot_ev": -27698.46223,
  "species": ["C", "C", "C", "C", "C", "C", "O", "B", "O", "H", "H", "H", "H", "H", "H", "H", "H", "H", "H", "H", "H", "H", "H", "C", "C", "O", "C", "O", "C", "F", "F", "F", "H", "H", "H", "H", "H"],
  "coordinates": [[5.09031, -2.23060, 1.06204], [4.09829, -1.53437, 0.06686], [3.37909, -0.28694, 0.65634], [1.96157, -0.23367, -0.04230], [1.08756, -1.36283, 0.58432], [-0.39467, -1.05414, 1.03198], [-0.93283, -2.39006, 1.03889], [0.01825, -3.32005, 0.35204], [0.84649, -2.31629, -0.41760], [5.03010, -1.80494, 2.07505], [4.80627, -3.29385, 1.14076], [6.12955, -2.17337, 0.69419], [3.39658, -2.29091, -0.31186], [4.65748, -1.16552, -0.81662], [3.17372, -0.38200, 1.73603], [3.92860, 0.64985, 0.46262], [1.51908, 0.77439, 0.00035], [2.15194, -0.53866, -1.08683], [1.60559, -1.79436, 1.46632], [-0.37505, -0.77737, 2.10402], [-1.02844, -0.46816, 0.34736], [0.84382, -3.84427, 1.08705], [-0.45261, -4.10020, -0.43745], [-5.66360, 2.88485, -0.85022], [-4.67668, 2.16807, -1.74843], [-3.35667, 2.70256, -1.58701], [-2.67062, 2.22397, -0.54632], [-3.07754, 1.41807, 0.22473], [-1.27169, 2.83029, -0.51782], [-1.29690, 4.15010, -0.74387], [-0.49499, 2.28593, -1.45228], [-0.67848, 2.64517, 0.65058], [-5.62770, 3.96166, -1.02539], [-6.67787, 2.52997, -1.03549], [-5.42633, 2.72075, 0.20138], [-4.94253, 2.32447, -2.79340], [-4.67907, 1.09247, -1.57007]]
}

{
  "formula": "C10H19BF4MnN5OPS",
  "method": "the ωB97M-V functional and the def2-TZVPD basis",
  "gap_ev": [7.54, 8.05],
  "relative_energy_kcal_mol": 19.03,
  "e_homo_ev": [-11.0200, -11.2892],
  "spin_multiplicity": 5,
  "largest_force_ev_per_a": 2.1,
  "total_charge": 1,
  "e_tot_ev": -83167.94236,
  "species": ["Mn", "N", "C", "O", "C", "C", "H", "H", "H", "H", "H", "H", "F", "B", "F", "F", "F", "C", "N", "C", "N", "C", "N", "C", "P", "C", "C", "H", "H", "H", "H", "H", "H", "H", "H", "H", "H", "H", "H", "H", "S", "C", "N"],
  "coordinates": [[-0.15497, 1.98362, 0.29866], [3.37391, 2.37874, 2.18928], [2.28484, 2.58358, 1.46781], [1.68975, 1.62090, 0.92156], [1.73791, 3.96599, 1.27315], [0.63541, 3.89997, 0.20792], [3.68763, 1.43630, 2.36064], [3.81773, 3.12501, 2.69658], [2.54747, 4.64055, 0.98230], [1.33922, 4.31972, 2.22676], [1.07246, 3.94668, -0.79353], [-0.07010, 4.71675, 0.31526], [-2.29902, -0.48432, 2.50209], [-1.04641, -0.02143, 2.89218], [-0.84018, 1.27086, 2.13104], [-0.90687, 0.23803, 4.20729], [-0.05581, -0.88274, 2.36397], [-1.44076, -2.75300, -2.14858], [-1.54280, -2.55289, -0.64061], [-0.31796, -3.20299, 0.01761], [0.88500, -2.69544, -0.54469], [0.92141, -2.88598, -1.98864], [-0.21222, -2.23324, -2.64422], [-0.12476, -0.77600, -2.59621], [-0.12076, -0.15246, -0.83546], [-1.62755, -1.10401, -0.29800], [1.15944, -1.31516, -0.15611], [-2.29336, -2.25493, -2.60923], [-1.49848, -3.82563, -2.33606], [-2.38392, -3.01439, -0.29018], [-0.39635, -4.27649, -0.15724], [-0.36926, -2.98658, 1.08489], [0.90302, -3.95313, -2.21597], [1.84547, -2.46593, -2.38146], [-0.96831, -0.33352, -3.12971], [0.78367, -0.45011, -3.10438], [-2.50674, -0.67233, -0.78038], [-1.75548, -0.99959, 0.78148], [1.15777, -1.22240, 0.92943], [2.14562, -1.02040, -0.51789], [-4.40130, 3.12584, -0.83578], [-2.89742, 2.77653, -0.52766], [-1.75698, 2.50600, -0.31792]]
}